(1)
C6H12FP | ωB97M-V/def2-TZVPD

XYZ file:
```
20
Properties=species:S:1:pos:R:3:lowdin_charge:R:1
C -1.1447 -2.4823 -0.5821 -0.02
C -1.0239 -1.1742 -0.6273 -0.46
C -1.9711 -0.0839 -0.1864 -0.26
C -1.2063 0.9519 0.6583 -0.17
P 0.7589 -0.5456 -0.7709 0.95
C 2.1747 0.1842 0.0188 -0.53
C 2.1422 1.5789 0.5357 -0.19
F 2.6071 -0.6186 1.1374 -0.16
H -0.4345 -3.1561 -1.0910 0.07
H -2.1127 -2.8341 -0.3543 0.05
H -2.5875 0.4467 -0.8945 0.10
H -2.6768 -0.4347 0.5831 0.11
H -1.8871 1.6183 1.1838 0.07
H -0.2981 1.5207 0.2738 0.03
H -0.6140 0.3075 1.4202 0.10
H 0.4928 0.4696 -1.7100 0.03
H 1.3271 -1.4854 -1.6403 0.01
H 3.2339 1.8799 0.8054 0.11
H 1.8083 2.2978 -0.2212 0.06
H 1.4119 1.5594 1.4615 0.09
```

Summary:
F_max: 3.04 eV Å⁻¹
Structure (SMILES): C=C(CC)[PH2]=C(C)F
HOMO: -7.26 eV
Relative energy (zero: lowest compared OMol25 entry of this formula, charge and spin): 108.1 kJ/mol

=====

(2)
C6H12IO4 | ωB97M-V/def2-TZVPD

XYZ file:
```
23
Properties=species:S:1:pos:R:3:lowdin_charge:R:1
I -2.3840 1.4392 1.2757 0.35
C -0.7720 0.0728 -0.5239 -0.24
O -0.2076 1.0752 -1.4122 0.05
C 1.0162 1.0300 -1.7409 -0.62
O 1.8419 0.1179 -1.5284 0.08
O 1.2154 2.1854 -2.3641 0.01
C 2.5193 2.4470 -2.7652 -0.09
H -0.1367 -0.7128 -0.1146 0.00
H -1.5584 -0.5138 -0.9989 0.12
H -1.1849 0.5412 0.3695 -0.35
H 3.0261 1.7546 -3.4375 0.09
H 3.1099 2.5246 -1.8524 0.10
H 2.6136 3.4057 -3.2753 0.09
C -2.1207 -1.2936 2.2485 -0.17
C -0.8905 -2.1783 1.9012 -0.46
O -0.9724 -3.3959 1.9481 0.02
C 0.2692 -1.4291 1.3728 -0.05
H -2.3380 -0.5079 1.5249 -0.23
H -1.9012 -0.7448 3.1643 0.05
H -3.0157 -1.8750 2.4700 0.07
H -0.0002 -0.5816 0.7424 -0.02
H 0.8807 -2.1550 0.8369 0.11
H 0.9902 -1.2058 2.1592 0.11
```

Summary:
F_max: 8.63 eV Å⁻¹
HOMO: -3.26 eV
Relative energy (zero: lowest compared OMol25 entry of this formula, charge and spin): 566.4 kJ/mol
Net charge: -1

=====

(3)
C6H12N | ωB97M-V/def2-TZVPD

XYZ file:
```
19
Properties=species:S:1:pos:R:3:lowdin_spin:R:1
C -0.0155 -2.7398 -0.0713 0.00
C -0.9341 -2.0160 0.5765 0.00
C -1.5148 -0.7732 0.0760 0.01
C -2.5265 -0.1560 0.6890 0.01
H 0.4093 -2.3460 -0.9920 0.00
H 0.4501 -3.6443 0.2922 0.00
H -1.3227 -2.4475 1.4953 0.00
H -1.1245 -0.3943 -0.8683 0.01
H -2.8491 0.8645 0.5326 0.00
H -3.0087 -0.6645 1.5205 0.00
C 1.3905 2.1053 0.0017 0.34
C 0.5328 1.2810 0.6850 0.32
N 2.0311 1.6065 -1.2667 0.10
H 1.6504 3.1394 0.1680 0.03
H -0.3903 1.6226 1.1411 0.03
H 0.7317 0.2071 0.7704 0.04
H 1.4949 0.7777 -1.5645 0.03
H 2.0045 2.2804 -2.0518 0.05
H 2.9910 1.2970 -1.1338 0.01
```

Summary:
Multiplicity: 2
<S²>: 0.75
F_max: 1.21 eV Å⁻¹
HOMO (spin up / spin down): -4.32 / -7.79 eV
Relative energy (zero: lowest compared OMol25 entry of this formula, charge and spin): 321.8 kJ/mol

=====

Number 1: E -676.856292 hartree. Number 2: E -834.335184 hartree. Number 3: E -290.353408 hartree.